DFT (ωB97M-V/def2-TZVPD) results for C3H7FOS as an isolated structure at a distorted geometry.

Calculated values
HOMO-LUMO gap ... 8.76 eV
ΔE to the lowest compared entry with this formula, charge and spin ... 478.5 kJ/mol
Spin multiplicity ... 1
Strongest force on any atom ... 0.1187 hartree/bohr

Cartesian coordinates (Å):
C1 -1.30 0.26 -0.44
C2 0.14 -0.32 -0.12
C3 1.19 0.63 -0.59
H1 -2.55 -1.34 0.65
H2 -1.24 1.27 0.02
H3 -1.20 0.51 -1.48
H4 0.51 -1.22 -0.49
H5 2.05 -0.79 1.51
H6 2.21 0.46 -0.02
H7 0.77 1.52 -0.50
O1 -2.46 -0.55 -0.30
F1 1.67 0.51 -2.05
S1 0.24 -0.25 1.75